(1)
Below is the molecule C4H2N2OS in a non-equilibrium geometry, with properties calculated with ωB97M-V/def2-TZVPD.

Cartesian coordinates (Å):
C (1.389, -0.015, -0.175)
C (-0.652, 0.775, -0.753)
C (-1.312, -0.333, -0.028)
C (0.606, -0.488, 1.123)
H (-1.395, 1.563, -1.192)
H (-2.356, -0.469, -0.449)
N (0.644, 0.967, -0.789)
N (-0.763, -1.020, 0.913)
O (1.184, -0.538, 2.243)
S (2.655, -0.441, -0.894)

* HOMO level: -9.43 eV
* SMILES: O=C1N=CC=NC1=S
* energy above the lowest of the compared OMol25 structures with the same formula, charge and spin: 29.7 kcal/mol
* LUMO level: -2.213 eV
* 2S+1: 1
* gap between HOMO and LUMO: 7.22 eV


(2)
Below is the ion C6H7NO5P with charge +1 in a non-equilibrium geometry, with properties calculated with ωB97M-V/def2-TZVPD.

Cartesian coordinates (Å):
O (2.668, -2.576, 1.823)
C (2.042, -2.398, 0.758)
O (1.666, -3.467, -0.126)
C (1.539, -0.929, 0.286)
C (2.475, 0.175, -0.275)
C (1.778, 1.516, -0.712)
N (0.338, 1.720, -0.607)
C (-0.544, 0.704, -0.077)
P (-2.445, 0.915, 0.058)
O (-3.063, 0.112, -1.116)
O (-2.905, 2.539, -0.059)
O (-3.023, 0.184, 1.504)
C (0.011, -0.669, 0.389)
H (0.868, -3.123, -0.613)
H (3.602, 0.013, -0.386)
H (2.470, 2.329, -1.133)
H (-0.028, 2.638, -0.932)
H (-3.557, 2.553, -0.812)
H (-3.197, -0.754, 1.235)
H (-0.698, -1.483, 0.794)

* HOMO level: -14.45 eV
* SMILES: O=C(O)c1cc[nH+]c(P(=O)(O)O)c1
* net charge: +1
* LUMO level: -6.074 eV
* 2S+1: 1
* gap between HOMO and LUMO: 8.37 eV


(3)
Below is a cluster of 2 separate species, C4H13N2O in total in a non-equilibrium geometry, with properties calculated with ωB97M-V/def2-TZVPD.

Cartesian coordinates (Å):
C (1.682, -0.406, -1.561)
C (0.269, 0.220, -1.551)
C (-0.208, 0.669, -0.201)
C (-0.668, 1.854, 0.176)
N (-1.395, 1.988, 1.399)
N (-0.711, -0.467, 0.629)
H (2.415, 0.342, -1.853)
H (1.975, -0.565, -0.518)
H (1.771, -1.353, -2.082)
H (-0.497, -0.464, -1.928)
H (0.233, 1.071, -2.224)
H (-0.319, 2.740, -0.343)
H (-2.115, 2.698, 1.358)
H (-0.744, 2.245, 2.135)
H (-1.246, -0.124, 1.434)
H (0.028, -1.141, 0.910)
H (-1.340, -0.996, 0.023)
H (1.503, -3.114, 1.341)
H (0.616, -3.578, 0.197)
O (0.725, -2.860, 0.830)

* HOMO level: -13.87 eV
* net charge: +1
* energy above the lowest of the compared OMol25 structures with the same formula, charge and spin: 38.4 kcal/mol
* LUMO level: -3.084 eV
* 2S+1: 1
* gap between HOMO and LUMO: 10.79 eV


Copy entry 1 word for word.
Below is the molecule C4H2N2OS in a non-equilibrium geometry, with properties calculated with ωB97M-V/def2-TZVPD.

Cartesian coordinates (Å):
C (1.389, -0.015, -0.175)
C (-0.652, 0.775, -0.753)
C (-1.312, -0.333, -0.028)
C (0.606, -0.488, 1.123)
H (-1.395, 1.563, -1.192)
H (-2.356, -0.469, -0.449)
N (0.644, 0.967, -0.789)
N (-0.763, -1.020, 0.913)
O (1.184, -0.538, 2.243)
S (2.655, -0.441, -0.894)

* HOMO level: -9.43 eV
* SMILES: O=C1N=CC=NC1=S
* energy above the lowest of the compared OMol25 structures with the same formula, charge and spin: 29.7 kcal/mol
* LUMO level: -2.213 eV
* 2S+1: 1
* gap between HOMO and LUMO: 7.22 eV